(1)
Below is C13H52N22O13Rb as an isolated structure, with properties calculated with wB97M-V/def2-TZVPD.

Calculated values
- net charge = +1

Each line ends with the Löwdin charge.
Atoms and positions in Å:
N 13.6733 9.9744 12.5288  0.2084
H 11.8379 6.4105 11.5441  0.0967
H 12.1498 13.5051 9.0210  0.0677
H 11.2545 12.7204 6.9141  0.0376
H 7.4179 10.6744 16.4359  0.0741
H 15.0016 12.0683 14.0930  0.0867
O 8.8517 12.3713 16.8194  -0.1674
H 18.9344 11.9998 13.5512  0.0847
H 11.3301 4.7870 11.8516  0.0976
H 13.7639 14.0616 8.6674  0.1153
C 12.6727 6.5748 16.7258  -0.1291
O 7.7388 9.7163 13.4452  -0.0874
N 8.7313 13.2927 8.1554  0.1761
N 13.1555 13.5022 9.2700  0.1584
H 12.3988 9.8417 15.3610  0.0843
N 11.6814 11.8484 6.8457  0.1963
H 14.5735 10.4890 12.5946  0.0928
N 12.6394 12.5904 11.3199  0.1802
H 8.0020 5.3829 11.2385  0.0930
O 10.8771 10.7004 13.6008  -0.1195
O 13.3371 7.8338 16.4590  -0.1497
N 4.4244 10.9962 9.4124  0.1380
H 11.9336 6.7506 17.5424  0.0939
O 16.7261 10.2689 12.2365  0.0219
H 7.1365 9.1175 15.8315  0.1413
H 12.3122 9.4191 6.8481  0.1152
N 11.0713 5.7315 11.6369  0.1729
H 9.2839 15.8372 10.7373  0.1371
H 18.2566 8.6668 13.3999  0.0819
C 13.5496 13.2919 10.5927  -0.6013
H 9.2848 12.5122 8.5164  0.0750
H 12.9204 10.1388 13.0927  0.0243
N 11.8656 9.7817 7.6869  0.1708
H 4.7083 11.2914 8.4950  0.0906
O 6.6273 11.4805 9.8043  -0.0371
N 7.6027 11.8284 14.2170  0.1671
H 17.3936 12.5530 12.8143  0.1059
H 11.7452 11.3367 5.9648  0.1276
H 9.1067 14.2790 17.4774  0.0710
N 12.2579 10.8293 15.3933  0.2045
H 13.6144 15.8165 14.5102  0.0948
H 12.0417 6.3552 15.9191  0.0451
H 19.3053 9.7780 14.1229  0.1121
H 11.6338 12.5567 11.1994  0.0602
H 8.8525 16.2087 6.7499  0.0840
H 8.2320 12.0588 13.4241  0.0725
N 17.9729 11.8947 13.3376  0.1526
H 8.3654 13.2239 18.6678  0.0828
C 5.5873 10.9001 10.1939  -0.5939
C 9.7802 5.9871 11.3317  -0.6606
N 9.6196 14.9964 11.2521  0.1943
C 9.1067 13.2840 17.8777  -0.1294
O 14.6421 13.7376 11.0162  -0.0387
C 9.3964 14.4336 7.6535  -0.6395
H 9.5679 12.4931 16.1536  0.0530
H 7.7542 13.3154 8.3258  0.0609
N 8.8489 4.9566 11.6146  0.1225
N 5.4817 10.2884 11.4169  0.2029
H 11.6428 13.4096 14.9538  0.0897
N 18.5820 9.6099 13.3928  0.1285
H 14.1258 7.6370 15.9101  0.0858
C 8.9337 13.8336 11.2895  -0.6662
H 8.7519 4.6609 12.5921  0.1011
Rb 9.6201 9.9232 11.2520  0.9345
H 10.0954 13.1359 18.3488  0.0893
H 10.4356 12.9304 13.8110  0.0731
O 13.5672 13.6277 15.7096  0.0219
O 9.4135 12.7924 11.6959  -0.0801
C 13.9966 13.8144 14.5946  -0.6316
H 4.7613 9.7158 11.6930  0.0773
C 7.6088 10.4744 14.4051  -0.7046
O 10.5827 14.5011 7.5321  0.0362
N 7.2540 10.1291 15.6289  0.1867
H 10.5650 14.9463 11.4410  0.0702
C 11.3797 11.3785 14.5160  -0.6572
N 13.9650 15.0500 13.9778  0.1604
C 13.5400 9.0443 11.6212  -0.6806
O 9.4157 7.0601 10.8898  -0.0672
N 14.5683 12.8759 13.7019  0.1560
N 8.5163 15.4243 7.2401  0.1513
H 7.2215 14.7642 10.6002  0.1121
O 12.4266 8.6198 11.3296  -0.0524
H 11.7634 9.2120 8.5137  0.0976
H 12.8650 11.5240 15.8737  0.1091
H 3.7533 10.2129 9.4341  0.1114
H 6.3795 10.2300 11.8890  0.0690
H 14.3037 8.1331 10.1088  0.0930
H 14.7895 13.3039 12.8254  0.0258
H 7.0576 13.1259 11.1027  0.0474
H 13.3699 5.7535 16.9288  0.0858
O 11.0301 11.4022 8.9891  -0.0606
N 7.5766 13.9502 11.1032  0.1850
H 7.7704 12.4089 15.0683  0.0960
H 7.5804 15.5283 7.6477  0.1052
H 12.9226 12.3144 12.2870  0.0733
C 11.5007 11.0713 7.9119  -0.6878
N 11.0493 12.6892 14.5492  0.1882
N 14.6250 8.4494 11.0098  0.1637
H 14.4171 15.3512 13.1002  0.1151
H 15.4981 8.9761 10.8877  0.0801
C 17.6202 10.5862 12.9882  -0.6048

=====

(2)
Below is a 6-piece molecular cluster, CH15N2O5 overall, with properties calculated with wB97M-V/def2-TZVPD.

Calculated values
- net charge = +1
- energy relative to the best compared isomer or geometry (same formula, charge and spin) (eV) = 2.937

Each line ends with the natural charge from an NBO analysis.
Atoms and positions in Å:
H -1.4485 -1.8021 -0.1380  0.4625
H 0.5129 -2.6608 -0.0772  0.4525
H 1.1517 3.7392 -1.0672  0.4658
H 0.2307 3.5103 0.9677  0.4988
O -2.2301 -3.2599 0.4529  -0.9809
H 0.0497 -0.9592 -1.5918  0.2521
H 3.7894 -2.4588 1.6623  0.4739
H 1.1499 -2.3634 1.2208  0.4925
O 0.7826 -1.9164 0.5011  -0.9385
O 3.1695 -1.7019 1.4321  -0.9440
H 2.4963 4.5008 -0.9973  0.4878
H -0.9397 3.1114 1.7400  0.4763
N -1.1162 0.8576 -1.9724  -0.7816
O -0.5148 2.8088 0.9208  -0.9764
H 3.7603 -1.0122 1.3666  0.4720
H -3.0095 -3.8910 0.1834  0.5139
H -0.7130 1.1606 -2.9168  0.4420
H -2.0574 -3.4409 1.3858  0.4979
C -0.8332 -0.3200 -1.2852  0.4103
N -1.5742 -0.7729 -0.1768  -0.7273
H -2.3965 -0.2989 0.3683  0.4551
H -1.4937 1.7116 -1.4933  0.4459
O 1.6366 4.3794 -0.5391  -0.9505

=====

no.,largest force on an atom (eV Å⁻¹),LUMO level (eV),frontier orbital gap (eV)
1,4.7,-1.72,9.6
2,4.2,-3.46,10.5